Entry 1:
{"formula": "C25H49CoGeN2O4S2", "method": "ωB97M-V/def2-TZVPD", "species": ["Co", "C", "C", "C", "C", "O", "Ge", "O", "C", "C", "C", "C", "O", "C", "C", "C", "C", "H", "H", "H", "H", "H", "H", "H", "H", "H", "H", "H", "H", "H", "H", "H", "H", "H", "H", "H", "H", "H", "H", "H", "H", "H", "H", "H", "C", "C", "N", "C", "S", "N", "C", "C", "H", "H", "H", "H", "H", "H", "H", "H", "H", "H", "H", "H", "C", "C", "C", "C", "C", "C", "C", "S", "C", "O", "H", "H", "H", "H", "H", "H", "H", "H", "H", "H"], "positions_angstrom": [[-0.061484, 0.037093, -0.197191], [-3.796367, 0.057066, 0.104314], [-3.337169, 1.184306, -0.822696], [-4.077804, 1.106863, -2.161991], [-3.614981, 2.553388, -0.175789], [-1.946356, 1.074443, -1.037699], [-1.036180, 1.050068, -2.754026], [-0.601847, -0.891721, -1.893182], [-0.774989, -2.096297, -2.589662], [-2.246919, -2.273380, -3.007081], [0.080761, -2.007550, -3.870491], [-0.354298, -3.271290, -1.707142], [0.563710, 1.424202, -1.535367], [1.490329, 2.493618, -1.596956], [2.838696, 1.965186, -2.113459], [1.641701, 3.077232, -0.189685], [0.950736, 3.554513, -2.562727], [-4.874271, 0.091023, 0.223430], [-3.336589, 0.147778, 1.087067], [-3.513880, -0.904787, -0.316331], [-5.150656, 1.188744, -2.020945], [-3.866446, 0.146726, -2.634023], [-3.753859, 1.917425, -2.820506], [-4.676539, 2.673270, 0.014860], [-3.275907, 3.344880, -0.840236], [-3.069096, 2.622921, 0.761746], [-2.572740, -1.403962, -3.578956], [-2.874172, -2.395779, -2.127024], [-2.345651, -3.157212, -3.631397], [-0.301743, -1.191046, -4.487014], [0.024615, -2.930475, -4.441189], [1.115840, -1.798423, -3.606508], [-0.930926, -3.268231, -0.781787], [0.701359, -3.200211, -1.462703], [-0.534402, -4.211786, -2.220233], [3.352027, 1.404786, -1.335010], [3.463254, 2.801085, -2.417046], [2.666097, 1.321303, -2.974344], [1.898191, 2.281093, 0.512628], [0.701509, 3.527313, 0.116867], [2.415575, 3.837575, -0.175550], [0.921220, 3.153130, -3.578752], [1.588561, 4.434937, -2.550336], [-0.056442, 3.847419, -2.262401], [-3.090799, 4.231264, 4.518019], [-1.794095, 3.512793, 4.861234], [-1.214866, 2.971439, 3.634916], [-0.795051, 1.756744, 3.328974], [-0.886746, 1.430257, 1.589658], [-0.360249, 0.836752, 4.165219], [0.008594, 0.978047, 5.575670], [-0.938602, 0.230167, 6.503692], [-3.569565, 4.567653, 5.433457], [-3.779116, 3.565928, 4.001449], [-2.911099, 5.107262, 3.900022], [-1.993975, 2.704384, 5.563170], [-1.089263, 4.218521, 5.313558], [-1.373752, 3.581501, 2.839125], [-0.212270, -0.089519, 3.783158], [0.061585, 2.036365, 5.824339], [1.011855, 0.557999, 5.679290], [-1.958283, 0.597523, 6.427208], [-0.607305, 0.362081, 7.529744], [-0.939593, -0.834240, 6.285750], [3.529642, -5.570331, -3.495398], [3.428808, -4.456085, -2.533374], [3.675687, -3.132600, -2.925309], [3.538476, -2.089967, -2.030553], [3.169893, -2.352910, -0.711741], [2.940882, -3.662598, -0.293203], [3.093869, -4.699177, -1.190789], [3.021665, -0.914825, 0.374088], [3.658467, -1.586962, 1.937106], [1.495238, -0.797178, 0.628027], [3.706143, -5.223382, -4.508542], [2.640233, -6.202611, -3.471886], [4.349886, -6.234125, -3.205292], [3.986215, -2.934739, -3.939235], [3.752334, -1.077102, -2.342181], [2.651269, -3.879378, 0.722138], [2.967193, -5.716107, -0.855285], [3.210234, -2.540194, 2.186231], [3.449447, -0.869480, 2.725850], [4.734547, -1.700410, 1.828218]], "forces_ev_per_a": [[1.10, 0.17, -0.32], [0.26, 0.25, -0.38], [-1.55, 0.25, 0.18], [0.42, -0.05, 0.24], [0.24, -0.43, -0.32], [1.93, -0.47, -0.77], [0.48, 0.78, 1.27], [-0.52, -0.18, -0.68], [0.91, -1.27, 0.50], [-0.62, 0.61, -0.03], [-0.03, 0.78, -0.10], [-0.15, 0.42, 0.08], [-2.08, -1.77, -0.21], [0.99, 0.96, -0.28], [-0.50, 0.11, 0.21], [-0.26, -0.27, -0.41], [0.00, -0.45, 0.24], [-0.11, -0.05, 0.08], [0.05, 0.03, 0.22], [-0.04, -0.19, -0.04], [-0.10, 0.03, -0.02], [-0.11, -0.05, -0.12], [-0.11, 0.00, -0.04], [-0.11, 0.04, 0.03], [-0.02, 0.15, 0.01], [-0.04, 0.12, 0.17], [-0.10, -0.08, -0.07], [-0.02, 0.04, 0.06], [0.22, -0.05, -0.02], [0.11, -0.09, -0.19], [-0.12, -0.12, 0.12], [0.04, -0.09, 0.01], [-0.05, -0.08, 0.06], [0.12, 0.00, -0.02], [-0.03, -0.04, -0.06], [0.09, -0.06, 0.00], [0.14, -0.01, -0.01], [0.07, 0.00, -0.11], [0.18, -0.04, 0.09], [-0.14, 0.16, 0.08], [0.13, 0.05, 0.09], [0.04, 0.11, -0.05], [-0.02, 0.05, -0.09], [-0.08, 0.14, 0.01], [0.04, -0.09, -0.01], [-0.22, 0.29, 0.77], [-0.06, -0.10, -0.63], [0.07, -0.28, 0.26], [-0.15, 0.76, 0.45], [-0.05, -0.05, -0.43], [0.08, 0.03, 0.64], [0.02, 0.11, -0.12], [0.00, 0.04, 0.06], [-0.09, -0.06, -0.01], [0.04, 0.11, -0.08], [0.12, 0.00, -0.08], [0.00, -0.21, 0.00], [0.10, -0.16, -0.03], [-0.08, 0.14, -0.12], [0.07, -0.06, -0.08], [-0.02, 0.14, -0.09], [-0.12, 0.04, -0.01], [0.04, -0.01, 0.08], [-0.01, -0.12, -0.01], [0.24, -0.70, -0.14], [-0.05, 0.76, 0.49], [-0.24, -0.51, 0.10], [0.11, 0.22, 0.36], [0.18, 0.59, 0.15], [0.13, 0.14, 0.14], [0.02, 0.23, -0.30], [0.23, -1.43, -0.25], [-0.17, 0.28, -0.30], [-0.65, 0.29, 0.41], [0.00, -0.03, -0.07], [-0.07, 0.11, -0.07], [0.04, 0.07, -0.11], [0.01, 0.06, -0.14], [0.04, 0.11, -0.03], [0.00, -0.08, 0.13], [-0.13, -0.15, 0.04], [-0.16, -0.09, -0.12], [-0.01, 0.18, -0.08], [0.08, 0.04, -0.12]], "homo_ev": [-16.584, -16.576], "s2": 8.7693, "total_charge": 3, "spin_multiplicity": 6}

Entry 2:
{"formula": "C25H49CrN4O3", "method": "ωB97M-V/def2-TZVPD", "species": ["Cr", "C", "C", "C", "O", "H", "H", "H", "H", "H", "H", "H", "C", "C", "C", "O", "H", "H", "H", "H", "H", "H", "H", "C", "C", "C", "O", "H", "H", "H", "H", "H", "H", "H", "C", "C", "C", "C", "N", "H", "H", "H", "H", "H", "H", "H", "C", "C", "C", "C", "N", "H", "H", "H", "H", "H", "H", "H", "C", "C", "C", "C", "N", "H", "H", "H", "H", "H", "H", "H", "C", "C", "C", "C", "N", "H", "H", "H", "H", "H", "H", "H"], "positions_angstrom": [[-31.682670, 13.771160, 22.008470], [-34.740670, 14.834930, 24.436700], [-34.475750, 15.047120, 22.991020], [-33.843550, 16.428910, 22.865640], [-33.731990, 14.067280, 22.449080], [-35.305450, 15.687170, 24.814590], [-33.815150, 14.872470, 25.011260], [-35.318840, 13.941970, 24.674280], [-35.431090, 15.138870, 22.474310], [-34.457530, 17.234420, 23.268490], [-33.868350, 16.669400, 21.802790], [-32.818340, 16.468200, 23.233770], [-29.252270, 16.135910, 19.487560], [-30.203480, 16.593560, 20.641730], [-31.087320, 17.719790, 20.204110], [-30.966930, 15.444700, 21.071340], [-28.983830, 16.836360, 18.696730], [-29.551280, 15.309330, 18.843010], [-28.272900, 15.761430, 19.785360], [-29.627960, 17.045600, 21.449530], [-30.368950, 18.469570, 19.872620], [-31.739160, 17.984710, 21.036590], [-31.522800, 17.343140, 19.278590], [-30.039010, 15.747140, 25.171820], [-29.740850, 14.273140, 24.816010], [-29.876800, 13.384380, 26.055420], [-30.653320, 13.862860, 23.813260], [-31.084900, 15.792550, 25.475400], [-29.807770, 16.515580, 24.434170], [-29.384090, 15.967220, 26.014870], [-28.702080, 14.133070, 24.516940], [-29.544270, 12.347340, 26.009990], [-30.925440, 13.373920, 26.352640], [-29.352240, 13.793970, 26.918660], [-32.592470, 14.631260, 16.168230], [-33.782370, 13.785750, 16.742060], [-34.122770, 14.070910, 18.210200], [-33.122740, 13.510940, 19.168290], [-32.370110, 13.089720, 19.940520], [-31.709240, 14.526000, 16.798250], [-32.716950, 15.679900, 15.898110], [-32.346980, 14.147390, 15.222870], [-33.664250, 12.710780, 16.605720], [-34.676870, 14.110490, 16.210540], [-35.071850, 13.578450, 18.421890], [-34.152440, 15.130700, 18.463330], [-28.380910, 8.919820, 21.691830], [-27.341250, 9.801010, 20.937190], [-27.261860, 11.278980, 21.397030], [-28.516230, 12.082190, 21.352630], [-29.476650, 12.763830, 21.290770], [-28.037320, 8.643990, 22.688810], [-28.643180, 8.054880, 21.082580], [-29.299370, 9.438570, 21.966480], [-27.739380, 9.828690, 19.922890], [-26.319670, 9.422300, 20.969780], [-26.527020, 11.739130, 20.736450], [-26.850000, 11.233380, 22.405190], [-28.912840, 11.123200, 15.617760], [-28.858250, 12.152020, 16.808540], [-30.097900, 12.020240, 17.635880], [-30.395320, 10.749300, 18.361270], [-30.658850, 9.757220, 18.907650], [-29.575710, 11.676290, 14.952330], [-29.117380, 10.059560, 15.739960], [-27.919190, 11.132030, 15.169790], [-28.723030, 13.156780, 16.408200], [-27.990230, 11.918690, 17.425140], [-30.979040, 12.332940, 17.075620], [-29.946560, 12.748140, 18.432980], [-33.082720, 7.826230, 21.572000], [-34.075470, 8.695630, 22.194680], [-33.664280, 9.627570, 23.415800], [-32.710460, 10.653170, 22.942920], [-31.999170, 11.396710, 22.510870], [-33.591100, 7.047850, 21.002970], [-32.622660, 7.280910, 22.396050], [-32.274820, 8.302920, 21.016870], [-34.868620, 7.993050, 22.450390], [-34.339920, 9.374000, 21.383530], [-33.053670, 9.001940, 24.066840], [-34.516580, 10.084510, 23.918680]], "forces_ev_per_a": [[1.21, 2.59, 1.85], [-0.53, 0.18, 1.45], [0.12, 1.72, 0.73], [-0.24, 0.50, -1.27], [3.33, -2.11, -1.74], [-0.31, 0.04, 0.06], [0.21, -0.41, -0.06], [0.19, -0.21, -0.07], [-0.47, -0.25, -0.31], [-0.01, -0.15, 0.60], [0.62, -0.01, -0.26], [-0.02, -0.04, 0.07], [0.86, -0.31, -0.45], [-0.02, -2.33, 0.17], [0.63, -0.74, -0.88], [-0.57, -0.64, 0.26], [-0.25, 0.98, 0.34], [-1.13, -0.33, 0.48], [0.06, 0.13, 0.77], [0.52, -0.58, 0.39], [-0.38, 0.69, 0.32], [-0.20, 0.28, -0.53], [-1.01, 0.35, 0.14], [0.80, -0.74, 0.71], [-1.06, 0.29, -1.09], [-0.75, 0.26, 0.73], [-1.02, -0.91, -1.47], [0.01, 0.21, 0.02], [-0.18, -0.45, -0.45], [-0.18, 0.34, 0.38], [0.32, 0.33, -0.61], [0.03, 0.02, -0.71], [-0.20, -0.11, -0.03], [0.25, 0.31, -0.04], [0.05, -1.60, -0.19], [0.13, 1.93, -0.04], [0.98, -0.79, 0.64], [0.39, -0.40, 0.46], [-1.01, 0.82, -0.67], [0.03, 0.17, 0.12], [-0.62, -0.03, 0.57], [0.23, 0.00, -0.14], [0.22, 0.12, -0.15], [-0.07, -0.32, -0.23], [-0.06, 0.24, 0.32], [-0.27, 0.07, -0.21], [0.63, 0.53, 0.54], [-2.04, 0.39, -0.02], [-0.04, -0.59, 0.06], [-2.30, 1.64, -0.20], [2.71, -2.36, 0.29], [0.44, -0.50, -0.11], [0.08, -0.05, 0.27], [-0.15, 0.39, -0.70], [0.53, -0.14, -0.33], [-0.20, -0.23, -0.10], [-0.05, 0.40, 0.18], [-0.18, 0.62, 0.15], [1.12, 1.98, -0.14], [0.68, -2.97, -0.64], [-0.51, 0.77, 1.57], [0.03, -0.91, -0.20], [0.45, 1.49, -0.74], [-0.26, -0.93, -0.60], [-0.63, 0.35, 0.65], [0.02, 0.10, -0.35], [-0.26, -0.06, 0.10], [0.08, 0.17, 0.15], [-0.12, -0.20, 0.03], [-0.58, 0.20, 0.32], [2.06, -1.52, 0.72], [-1.15, 2.06, 0.07], [1.04, -1.12, -1.37], [-3.20, -2.95, 1.48], [2.43, 3.49, -1.59], [0.17, 0.26, -0.42], [0.51, -0.39, -0.02], [-0.21, 0.07, -0.18], [-0.52, 0.78, 0.40], [-1.03, 0.12, 0.20], [-0.36, 0.02, 0.59], [0.19, -0.08, -0.04]], "homo_ev": [-7.735, -7.693], "s2": 3.8232, "spin_multiplicity": 4}

Result set for largest force on an atom: 2.74; 4.60 eV/Å, one per record in the order listed.
Result set for energy relative to the best compared isomer or geometry (same formula, charge and spin): 32.0; 130.4 kJ/mol, one per record in the order listed.